# 1
{"formula": "C22H28N5O5Rb", "method": "ωB97M-V with the def2-TZVPD basis set", "total_energy_ev": -41611.590, "de_lowest_ev": 0.491, "gap_ev": 7.85, "total_charge": 0, "elements": ["Rb", "C", "O", "C", "C", "O", "C", "C", "O", "C", "H", "H", "H", "H", "H", "H", "H", "H", "H", "H", "H", "H", "H", "H", "C", "N", "C", "C", "C", "O", "N", "C", "O", "H", "H", "H", "H", "H", "C", "C", "N", "C", "C", "C", "C", "C", "C", "C", "C", "N", "C", "N", "H", "H", "H", "H", "H", "H", "H", "H", "H"], "xyz": [[-1.68072, -0.40201, 0.46372], [-1.58728, 2.77645, 1.68459], [-2.77323, 2.01864, 1.52386], [-3.56163, 1.87705, 2.69003], [-2.95984, 0.93535, 3.71593], [-2.69750, -0.34848, 3.17529], [-3.76102, -1.28831, 3.23843], [-3.78623, -2.14928, 1.99699], [-2.55715, -2.82913, 1.85860], [-2.51395, -3.65164, 0.69195], [-1.81288, 3.77281, 2.07803], [-1.14024, 2.87630, 0.69616], [-0.87383, 2.28114, 2.35127], [-4.52541, 1.50211, 2.34036], [-3.73629, 2.85494, 3.15881], [-3.61459, 0.86733, 4.59307], [-2.00259, 1.31432, 4.07812], [-4.72683, -0.77669, 3.31831], [-3.63301, -1.91374, 4.12801], [-3.99278, -1.53429, 1.10808], [-4.61004, -2.87111, 2.06260], [-3.46807, -4.16743, 0.55402], [-1.72221, -4.38094, 0.84186], [-2.31275, -3.07099, -0.21671], [-3.29043, -2.25932, -5.34460], [-2.54274, -1.37337, -4.47147], [-1.69947, -0.42286, -4.96817], [-0.99910, 0.38923, -4.15962], [-1.16818, 0.23756, -2.71842], [-0.52577, 0.96025, -1.91578], [-2.03562, -0.69335, -2.26447], [-2.70328, -1.53268, -3.08444], [-3.44194, -2.43607, -2.68910], [-3.09239, -1.98595, -6.37945], [-4.35787, -2.17687, -5.14516], [-3.00298, -3.29732, -5.18155], [-1.63661, -0.37434, -6.04768], [-0.33607, 1.13985, -4.56035], [3.47143, -1.20250, 1.73714], [2.09754, -1.12991, 1.91380], [1.27503, -0.55749, 1.03743], [1.81578, -0.02641, -0.06264], [3.18508, -0.02096, -0.32173], [4.02395, -0.63933, 0.59933], [3.67110, 0.60810, -1.56320], [4.71791, 1.42515, -1.68152], [5.55832, 1.95592, -0.59314], [5.04445, 2.37293, 0.63160], [5.94130, 2.88341, 1.55069], [7.24416, 2.98864, 1.30131], [7.63021, 2.57558, 0.10046], [6.86383, 2.07920, -0.86357], [4.08541, -1.69845, 2.47602], [1.64008, -1.56184, 2.79767], [1.12288, 0.41703, -0.77571], [5.09120, -0.68430, 0.42005], [3.12287, 0.37946, -2.47111], [5.01037, 1.75464, -2.67179], [3.98869, 2.30952, 0.85268], [5.59613, 3.23121, 2.51846], [8.68478, 2.67325, -0.13334]], "atomic_forces_ev_per_a": [[0.5, 0.2, -0.1], [0.0, 0.0, 0.0], [-0.1, 0.0, 0.0], [0.0, 0.1, -0.1], [0.0, -0.2, 0.2], [0.0, 0.0, -0.1], [-0.1, 0.0, 0.1], [0.0, -0.1, -0.2], [0.0, 0.0, 0.0], [-0.1, 0.1, 0.0], [0.0, 0.0, 0.0], [0.0, 0.0, 0.0], [0.0, 0.0, 0.0], [0.0, 0.0, 0.0], [0.0, 0.0, 0.0], [-0.1, 0.0, -0.1], [0.0, 0.0, -0.1], [0.0, 0.0, 0.0], [0.0, 0.0, 0.0], [-0.1, 0.0, 0.1], [0.0, 0.0, 0.1], [0.0, -0.1, 0.0], [0.0, 0.0, 0.0], [-0.1, 0.0, 0.0], [0.0, 0.0, 0.0], [0.0, 0.0, -0.1], [0.0, 0.0, 0.1], [0.0, -0.1, 0.0], [0.1, 0.2, -0.1], [-0.1, -0.1, 0.0], [0.0, -0.2, -0.1], [0.1, 0.0, 0.0], [0.0, 0.0, 0.0], [0.0, 0.0, 0.0], [0.0, 0.0, 0.0], [0.0, 0.0, 0.0], [0.0, 0.0, 0.0], [0.0, 0.0, 0.1], [0.0, 0.0, 0.0], [0.1, 0.0, 0.1], [0.1, 0.0, -0.1], [-0.1, 0.0, 0.1], [-0.1, 0.0, 0.0], [0.0, 0.0, 0.0], [0.2, 0.1, -0.1], [-0.1, -0.1, 0.0], [0.1, 0.0, 0.0], [0.0, 0.0, 0.0], [-0.1, 0.0, -0.1], [0.1, 0.0, 0.1], [0.0, 0.1, -0.1], [-0.1, 0.0, 0.1], [0.0, 0.0, 0.0], [0.0, 0.0, 0.0], [0.0, 0.0, 0.0], [0.0, 0.0, 0.0], [-0.1, -0.1, 0.1], [0.0, 0.0, 0.0], [0.0, 0.0, 0.0], [0.1, 0.0, 0.0], [0.0, 0.0, 0.0]], "nbo_charge": [0.910, -0.268, -0.551, -0.094, -0.094, -0.558, -0.082, -0.085, -0.555, -0.263, 0.175, 0.218, 0.167, 0.192, 0.176, 0.181, 0.194, 0.177, 0.186, 0.165, 0.185, 0.179, 0.195, 0.196, -0.390, -0.431, 0.067, -0.393, 0.603, -0.766, -0.724, 0.755, -0.704, 0.191, 0.214, 0.210, 0.199, 0.222, -0.261, 0.033, -0.465, 0.016, -0.050, -0.172, -0.169, -0.218, 0.196, -0.295, 0.071, -0.449, 0.254, -0.447, 0.223, 0.193, 0.249, 0.225, 0.227, 0.230, 0.232, 0.196, 0.180]}



# 2
{"formula": "C22H28N6O2", "method": "ωB97M-V with the def2-TZVPD basis set", "total_energy_ev": -36284.487, "de_lowest_ev": 20.825, "gap_ev": 8.32, "total_charge": 0, "elements": ["C", "N", "C", "C", "C", "N", "H", "C", "N", "C", "C", "H", "H", "C", "N", "C", "C", "C", "N", "H", "H", "N", "C", "O", "C", "C", "O", "C", "C", "C", "C", "C", "C", "H", "H", "H", "H", "H", "H", "H", "H", "H", "H", "C", "C", "H", "H", "H", "H", "H", "H", "H", "H", "H", "H", "H", "H", "H"], "xyz": [[5.87714, 1.24414, -0.81893], [5.13887, 0.09227, -0.69726], [4.43057, -0.11535, 0.38126], [3.68650, -1.43463, 0.13161], [4.05607, -1.91066, -1.30088], [4.78690, -0.90565, -1.58994], [3.66118, -2.71473, -1.56348], [2.68577, -2.12855, 0.93586], [1.32677, -2.27340, 0.38194], [0.84756, -1.06693, 0.09270], [-0.58307, -1.02834, -0.58505], [-1.02018, -0.17098, -1.04371], [-0.35331, -2.04588, -1.58915], [-1.46598, -1.83855, 0.39640], [-2.80686, -2.11416, -0.34832], [-3.81910, -1.17238, -0.24234], [-4.80103, -1.89838, -0.91905], [-4.47059, -3.11748, -1.07922], [-3.10676, -3.16040, -0.77630], [-5.01446, -3.82148, -1.48580], [-5.81215, -1.27745, -1.31518], [-3.64491, 0.25414, 0.22404], [-4.45290, 1.27672, 0.13948], [-5.66709, 1.08587, -0.06489], [-3.85193, 2.65520, 0.31053], [-2.98433, 3.17633, -0.59938], [-1.92313, 2.23792, -1.00911], [-0.67944, 2.81504, -0.45823], [0.30478, 2.12564, -1.01812], [1.69334, 2.26764, -0.55218], [1.86978, 3.05809, 0.53903], [0.73987, 3.42018, 1.15566], [-0.48367, 3.34343, 0.80575], [-1.36428, 3.57736, 1.32768], [0.88314, 3.88526, 2.22908], [2.89622, 3.26675, 1.02674], [2.52523, 1.92777, -1.35512], [0.21225, 1.69513, -1.81059], [-2.80049, 4.21733, -0.28824], [-3.82744, 3.33459, -1.37735], [-4.58867, 3.06707, 0.99859], [-3.34182, 2.39148, 1.65497], [-2.66805, 0.35326, 0.31738], [-0.91433, -3.40639, 0.76846], [0.39630, -2.96183, 1.30412], [0.52489, -2.53854, 2.31782], [1.05232, -4.09246, 1.64878], [-0.62749, -4.01936, -0.11721], [-1.48361, -3.70576, 1.33621], [-1.73109, -1.25086, 1.31946], [0.69057, -0.31424, 0.93547], [1.52945, -0.47809, -0.62439], [3.28666, -3.09561, 1.13414], [2.72858, -1.70871, 2.13141], [4.38532, 0.35635, 1.39112], [6.26513, 1.27606, -1.70516], [6.63055, 1.19038, -0.26030], [5.17645, 2.17585, -0.74085]], "atomic_forces_ev_per_a": [[-7.2, 3.1, -1.9], [-3.8, -4.9, 0.1], [-4.7, -6.1, 2.5], [1.5, 3.0, -1.3], [1.8, 11.1, 11.2], [5.1, 2.4, -6.6], [-2.6, -6.7, -4.0], [1.6, -1.4, 4.5], [1.2, -3.7, 1.7], [-2.3, 7.8, -3.1], [2.5, -7.0, -1.0], [0.1, 0.7, 0.0], [-1.0, 3.3, 2.6], [-1.9, -2.2, -2.2], [4.0, 11.0, 6.6], [-0.5, 0.7, -1.3], [-7.1, 9.8, 0.4], [5.9, -1.2, 0.3], [-3.6, -10.1, -3.3], [-2.0, -3.9, -2.0], [2.7, -2.2, 1.5], [2.0, -5.7, -1.0], [-3.3, 0.1, -1.3], [1.4, 0.9, 0.2], [-2.1, -5.2, 10.3], [-0.5, 2.0, -4.3], [-0.2, 4.5, 1.9], [-2.5, -3.9, -0.6], [6.4, 4.9, 7.3], [-0.4, -0.3, -3.9], [4.1, -1.2, -0.3], [3.4, 3.7, 7.9], [-5.2, -0.4, -3.2], [-0.5, 0.7, 1.2], [-0.1, -0.8, -2.0], [-1.9, -0.3, -1.0], [-1.8, 0.5, 2.5], [-1.5, -5.2, -9.0], [1.3, -0.4, -0.5], [2.0, -0.2, -0.5], [-0.5, 1.8, -1.6], [-0.1, 0.4, -3.3], [0.9, 1.2, 0.3], [10.8, 10.0, -11.5], [5.1, -5.0, 2.8], [-1.0, 0.6, -0.3], [-1.7, 3.0, -1.2], [-1.2, 0.6, 0.5], [-10.1, -6.0, 10.3], [0.3, -0.9, -0.6], [0.6, -0.8, 0.1], [-0.7, -1.0, 1.1], [-2.0, 0.5, -0.4], [-0.7, -0.6, -3.0], [0.4, 0.1, -1.4], [2.1, 0.3, -5.6], [5.8, 0.2, 5.4], [1.5, -1.5, 0.3]], "nbo_charge": [-0.367, -0.180, -0.050, -0.147, -0.005, -0.267, 0.209, -0.249, -0.479, -0.238, -0.373, 0.236, 0.177, -0.067, -0.084, 0.187, -0.258, -0.149, -0.231, 0.202, 0.241, -0.584, 0.639, -0.624, -0.449, -0.153, -0.512, 0.289, -0.226, -0.174, -0.274, -0.112, -0.311, 0.230, 0.197, 0.223, 0.230, 0.190, 0.218, 0.226, 0.301, 0.105, 0.404, -0.320, -0.205, 0.197, 0.168, 0.238, 0.165, 0.209, 0.147, 0.229, 0.231, 0.159, 0.234, 0.222, 0.199, 0.190]}



# 3
{"formula": "C22H28N7O2Sr", "method": "ωB97M-V with the def2-TZVPD basis set", "total_energy_ev": -38627.179, "de_lowest_ev": 0.000, "gap_ev": 6.50, "total_charge": 1, "elements": ["Sr", "N", "C", "C", "N", "C", "C", "N", "C", "C", "N", "H", "H", "H", "H", "H", "H", "H", "H", "H", "H", "H", "H", "H", "H", "H", "H", "H", "H", "O", "C", "O", "C", "C", "C", "N", "C", "C", "C", "C", "C", "C", "C", "N", "C", "C", "C", "C", "C", "N", "H", "H", "H", "H", "H", "H", "H", "H", "H", "H"], "xyz": [[-0.14150, -0.35986, -0.45997], [-2.27301, 1.09914, 0.38963], [-3.32703, 1.18948, -0.67072], [-2.75279, 1.30178, -2.09083], [-1.87230, 0.14984, -2.43268], [-2.61098, -1.05906, -2.76621], [-2.21189, -2.36572, -1.95629], [-2.02459, -2.13068, -0.55694], [-0.95583, 0.50798, -3.55779], [0.18810, -0.43593, -3.84116], [1.22317, -0.42004, -2.76181], [-2.80372, 1.17602, 1.29095], [-1.70554, 1.91819, 0.30802], [-4.01386, 2.04736, -0.56450], [-3.96895, 0.30066, -0.53179], [-2.14240, 2.18707, -2.12723], [-3.59018, 1.44625, -2.70930], [-2.58312, -1.38300, -3.82141], [-3.66491, -0.97202, -2.50045], [-1.25484, -2.78597, -2.32023], [-3.00220, -3.09487, -2.13620], [-1.70449, -2.94217, -0.06211], [-2.90026, -1.84519, -0.09665], [-0.51274, 1.45726, -3.30759], [-1.52244, 0.62539, -4.48305], [0.65072, -0.10994, -4.82452], [-0.06431, -1.47993, -3.92340], [1.71735, 0.45232, -2.71875], [1.86691, -1.16608, -2.84594], [2.40128, -0.01328, 6.36783], [2.38733, 1.03070, 5.73520], [2.59147, 2.22894, 5.93558], [1.88205, 0.75724, 4.24261], [1.72327, 1.79075, 3.30673], [1.47789, 1.43650, 1.98718], [1.30612, 0.15194, 1.61565], [1.42545, -0.80042, 2.55156], [1.72049, -0.54813, 3.87985], [1.39271, -2.20289, 2.07476], [1.82183, -3.24969, 2.90560], [1.74055, -4.51048, 2.42044], [1.22752, -4.79127, 1.15628], [0.81380, -3.69223, 0.39968], [0.87200, -2.42436, 0.83698], [1.45988, 2.46455, 0.85724], [1.84298, 3.79038, 1.08168], [1.70990, 4.73092, 0.06786], [1.05657, 4.37281, -1.11229], [0.70095, 3.04489, -1.23390], [0.92573, 2.09346, -0.31311], [1.89041, 2.82220, 3.62448], [1.87473, -1.30275, 4.64321], [2.30359, -3.10831, 3.85547], [2.16145, -5.36015, 3.02718], [1.21594, -5.77314, 0.72044], [0.45560, -3.83118, -0.63209], [2.38370, 4.07324, 2.01861], [2.11744, 5.76026, 0.17549], [0.81819, 5.05664, -1.92318], [0.25680, 2.69457, -2.19414]], "atomic_forces_ev_per_a": [[0.6, 0.1, 0.7], [-1.8, -0.2, 0.2], [-0.1, -0.3, 0.1], [1.0, -1.1, 1.9], [0.3, 0.3, -1.0], [-0.5, -2.1, 1.0], [0.4, 0.3, -1.3], [-0.9, 1.0, 1.2], [-0.6, -0.3, 0.2], [1.8, 0.3, -0.4], [-1.8, 0.6, 0.2], [1.1, -0.1, -0.9], [0.4, 0.9, 0.3], [0.4, -0.1, 0.2], [0.3, 0.2, -0.4], [0.3, 0.5, -0.1], [-1.0, 0.0, -1.4], [0.1, 0.6, 0.2], [-0.1, 0.5, -0.2], [-0.4, 0.1, -0.2], [0.1, -0.1, -0.3], [0.1, -0.5, 0.1], [0.5, -0.2, -0.3], [0.0, 0.5, -0.1], [-0.1, 0.1, -0.1], [-0.6, -0.4, 0.9], [-0.6, -0.3, -0.3], [0.4, 0.3, -0.2], [0.8, -0.7, -0.3], [0.5, -0.6, 1.2], [-1.1, 0.7, -1.6], [0.4, 0.1, 0.5], [0.4, 1.3, 0.7], [0.3, -0.3, -0.1], [0.2, 0.3, -0.5], [0.0, 0.3, 0.1], [0.4, -0.4, -0.2], [-0.2, -0.1, -0.7], [-0.9, -0.2, -0.3], [0.1, 0.9, -0.6], [0.6, -2.8, 0.2], [-0.1, 1.3, -0.4], [0.2, -0.4, 0.1], [0.5, -0.4, 0.8], [-0.7, -0.1, 1.1], [1.2, 0.4, 0.5], [0.1, 0.8, 0.0], [0.0, -0.3, 0.2], [0.0, -0.5, -0.9], [-0.4, 0.3, -0.2], [-0.1, -0.4, 0.1], [-0.1, 0.2, -0.1], [-0.1, 0.4, 0.1], [-0.6, 1.0, -0.6], [-0.1, -0.2, 0.1], [0.1, 0.0, 0.5], [-0.7, -0.3, -0.9], [-0.5, -0.9, 0.1], [0.3, 0.0, 0.3], [0.3, 0.4, 0.9]], "nbo_charge": [1.794, -0.896, -0.228, -0.229, -0.523, -0.250, -0.226, -0.908, -0.235, -0.240, -0.908, 0.400, 0.369, 0.208, 0.189, 0.202, 0.209, 0.215, 0.210, 0.178, 0.204, 0.394, 0.381, 0.196, 0.209, 0.214, 0.205, 0.383, 0.391, -0.714, 0.759, -0.714, -0.021, -0.206, 0.136, -0.596, 0.222, -0.235, 0.167, -0.176, -0.151, -0.250, 0.023, -0.556, 0.205, -0.224, -0.129, -0.257, 0.029, -0.564, 0.257, 0.269, 0.244, 0.240, 0.239, 0.181, 0.257, 0.245, 0.241, 0.170]}